[1]
Entry from the OMol25 dataset: a cluster of 2 separate species, C15H35FN2O2 in total at a distorted geometry (the ωB97M-V functional and the def2-TZVPD basis).

Output
Spin multiplicity: 1
Highest occupied orbital energy, Ha: -0.1244
E_LUMO, Ha: -0.0385
Frontier orbital gap, eV: 2.34

Positions of all 55 atoms, in Å:
1 C 1.35 0.63 1.41
2 C 0.87 -0.09 0.14
3 C -0.56 -0.62 0.29
4 C -0.63 -2.10 0.72
5 O 0.58 -2.57 1.21
6 C 0.69 -2.39 2.66
7 N -0.26 -3.30 3.36
8 C -0.87 -2.61 4.49
9 C -2.03 -1.71 4.09
10 C 2.07 -2.78 3.00
11 F 2.97 -1.65 2.91
12 C 2.73 -3.85 2.13
13 C 1.91 -5.11 1.93
14 H 0.51 0.99 1.98
15 H 1.88 -0.06 2.06
16 H 1.96 1.49 1.14
17 H 0.83 0.67 -0.64
18 H 1.55 -0.88 -0.14
19 H -1.15 -0.01 0.96
20 H -1.06 -0.54 -0.69
21 H -0.88 -2.71 -0.15
22 H -1.45 -2.22 1.42
23 H 0.22 -4.10 3.78
24 H -1.27 -3.34 5.21
25 H -0.15 -2.01 5.04
26 H -1.68 -0.78 3.66
27 H -2.65 -2.22 3.37
28 H -2.60 -1.46 4.98
29 H 2.12 -3.08 4.04
30 H 3.05 -3.42 1.19
31 H 3.65 -4.14 2.63
32 H 0.87 -4.90 1.72
33 H 2.30 -5.64 1.06
34 H 1.99 -5.80 2.76
35 C -1.60 2.80 -2.32
36 N -1.36 3.58 -3.58
37 C -2.40 4.65 -3.66
38 C -1.52 2.67 -4.76
39 C -0.01 4.26 -3.59
40 C 1.20 3.35 -3.59
41 O 1.15 2.57 -2.42
42 H -2.67 2.57 -2.27
43 H -1.04 1.87 -2.34
44 H -1.31 3.40 -1.47
45 H -3.38 4.19 -3.67
46 H -2.24 5.22 -4.57
47 H -2.29 5.30 -2.79
48 H -0.81 1.85 -4.66
49 H -1.32 3.24 -5.66
50 H -2.53 2.29 -4.76
51 H 0.01 4.90 -2.71
52 H 0.02 4.89 -4.48
53 H 2.09 3.98 -3.61
54 H 1.22 2.71 -4.48
55 H 1.93 2.01 -2.34

Charge distribution, natural (NBO) scheme, values in e:
1. C -0.620
2. C -0.392
3. C -0.419
4. C -0.037
5. O -0.613
6. C -0.083
7. N -0.691
8. C -0.201
9. C -0.617
10. C 0.131
11. F -0.430
12. C -0.433
13. C -0.618
14. H 0.192
15. H 0.277
16. H 0.162
17. H 0.141
18. H 0.225
19. H 0.189
20. H 0.154
21. H 0.144
22. H 0.178
23. H 0.319
24. H 0.156
25. H 0.162
26. H 0.207
27. H 0.195
28. H 0.186
29. H 0.146
30. H 0.204
31. H 0.182
32. H 0.234
33. H 0.193
34. H 0.183
35. C -0.408
36. N -0.199
37. C -0.403
38. C -0.413
39. C -0.225
40. C -0.087
41. O -0.729
42. H 0.219
43. H 0.267
44. H 0.240
45. H 0.232
46. H 0.224
47. H 0.235
48. H 0.241
49. H 0.223
50. H 0.234
51. H 0.234
52. H 0.224
53. H 0.204
54. H 0.174
55. H 0.508


[2]
Entry from the OMol25 dataset: a structure of composition C15H35IO9S2 at a distorted geometry (the ωB97M-V functional and the def2-TZVPD basis).

Output
Spin multiplicity: 1
Highest occupied orbital energy, Ha: -0.3210
E_LUMO, Ha: -0.0553
Frontier orbital gap, eV: 7.23

Positions of all 62 atoms, in Å:
1 C -1.64 -3.02 1.20
2 C -0.38 -2.83 0.37
3 S 0.87 -1.75 1.07
4 C 1.50 -2.56 2.57
5 O 0.79 -3.71 3.01
6 S 1.31 -5.19 2.55
7 O 0.10 -5.90 2.29
8 O 1.99 -4.85 1.10
9 I 1.58 -6.23 -0.31
10 H -1.42 -3.43 2.18
11 H -2.28 -3.74 0.69
12 H -2.17 -2.08 1.30
13 H 0.05 -3.79 0.07
14 H -0.64 -2.31 -0.54
15 H 2.56 -2.79 2.46
16 H 1.40 -1.82 3.36
17 C -0.21 1.90 2.55
18 O 1.02 2.27 3.15
19 C 2.13 1.67 2.50
20 C 3.38 2.50 2.71
21 O 3.46 3.65 1.90
22 C 2.66 4.77 2.26
23 C 3.19 5.56 3.43
24 O 2.92 4.89 4.65
25 C 3.82 5.25 5.68
26 H -0.39 0.83 2.63
27 H -0.99 2.45 3.08
28 H -0.23 2.19 1.49
29 H 1.95 1.57 1.43
30 H 2.30 0.67 2.93
31 H 4.23 1.88 2.40
32 H 3.52 2.74 3.77
33 H 1.62 4.48 2.43
34 H 2.69 5.43 1.39
35 H 2.70 6.54 3.44
36 H 4.26 5.71 3.31
37 H 4.86 5.04 5.38
38 H 3.57 4.65 6.55
39 H 3.74 6.31 5.94
40 C -5.58 -0.26 -3.46
41 O -4.47 -1.08 -3.75
42 C -4.49 -1.60 -5.06
43 C -3.10 -1.93 -5.54
44 O -2.32 -0.81 -5.93
45 C -1.78 0.00 -4.91
46 C -0.59 -0.59 -4.20
47 O -0.99 -1.59 -3.28
48 C 0.03 -2.53 -3.02
49 H -6.52 -0.83 -3.50
50 H -5.44 0.13 -2.45
51 H -5.64 0.58 -4.16
52 H -4.94 -0.87 -5.75
53 H -5.10 -2.51 -5.08
54 H -3.21 -2.53 -6.45
55 H -2.58 -2.54 -4.80
56 H -2.55 0.30 -4.18
57 H -1.44 0.90 -5.42
58 H -0.06 0.21 -3.66
59 H 0.10 -1.01 -4.95
60 H 0.36 -3.02 -3.94
61 H -0.40 -3.28 -2.36
62 H 0.89 -2.07 -2.52

Charge distribution, natural (NBO) scheme, values in e:
1. C -0.622
2. C -0.533
3. S 0.165
4. C -0.215
5. O -0.716
6. S 1.790
7. O -0.923
8. O -0.928
9. I 0.488
10. H 0.225
11. H 0.212
12. H 0.208
13. H 0.206
14. H 0.237
15. H 0.195
16. H 0.210
17. C -0.249
18. O -0.548
19. C -0.089
20. C -0.090
21. O -0.539
22. C -0.089
23. C -0.092
24. O -0.545
25. C -0.246
26. H 0.173
27. H 0.190
28. H 0.164
29. H 0.178
30. H 0.159
31. H 0.186
32. H 0.193
33. H 0.195
34. H 0.187
35. H 0.169
36. H 0.171
37. H 0.164
38. H 0.193
39. H 0.165
40. C -0.246
41. O -0.546
42. C -0.093
43. C -0.089
44. O -0.539
45. C -0.089
46. C -0.092
47. O -0.549
48. C -0.252
49. H 0.165
50. H 0.193
51. H 0.164
52. H 0.172
53. H 0.170
54. H 0.187
55. H 0.192
56. H 0.193
57. H 0.188
58. H 0.172
59. H 0.173
60. H 0.168
61. H 0.190
62. H 0.171


[3]
Entry from the OMol25 dataset: a structure of composition C15H35MnN2O5 at a distorted geometry (the ωB97M-V functional and the def2-TZVPD basis).

Output
Spin multiplicity: 6
Net charge: -1
Highest occupied orbital energy (alpha / beta), Ha: -0.1600 / -0.1580
E_LUMO (alpha / beta), Ha: 0.0935 / 0.0931
<S²>: 8.754
Frontier orbital gap (alpha / beta), eV: 6.90 / 6.83

Positions of all 58 atoms, in Å:
1 Mn -0.82 -2.19 -0.40
2 C 0.36 -2.09 4.16
3 C 0.47 -1.86 2.57
4 C 1.83 -1.32 2.27
5 O -0.13 -2.82 1.74
6 H -0.61 -2.51 4.43
7 H 0.43 -1.13 4.66
8 H 1.09 -2.77 4.60
9 H -0.22 -1.02 2.43
10 H 2.03 -0.42 2.84
11 H 1.94 -1.04 1.22
12 H 2.65 -1.94 2.62
13 C 2.90 -3.32 -0.27
14 C 2.10 -2.63 -1.39
15 C 3.02 -2.36 -2.60
16 O 0.86 -3.29 -1.56
17 H 3.13 -4.38 -0.35
18 H 2.38 -3.33 0.69
19 H 3.73 -2.69 0.06
20 H 1.86 -1.63 -1.01
21 H 3.40 -3.19 -3.19
22 H 3.82 -1.69 -2.28
23 H 2.44 -1.78 -3.31
24 C 0.76 1.35 -0.53
25 C -0.69 1.16 -0.19
26 C -1.53 2.16 -0.99
27 O -1.06 -0.12 -0.56
28 H 0.83 1.22 -1.61
29 H 1.43 0.85 0.16
30 H 1.01 2.41 -0.47
31 H -0.88 1.35 0.87
32 H -2.55 1.94 -0.69
33 H -1.42 2.13 -2.08
34 H -1.46 3.24 -0.85
35 C -0.80 -1.48 -5.08
36 O -1.62 -1.89 -4.19
37 N -0.54 -0.16 -5.15
38 C 0.38 0.33 -6.15
39 C -1.05 0.77 -4.12
40 H -0.26 -2.04 -5.87
41 H -0.11 0.76 -7.02
42 H 1.22 -0.36 -6.27
43 H 0.77 1.26 -5.75
44 H -1.85 0.37 -3.50
45 H -0.14 1.04 -3.60
46 H -1.25 1.73 -4.59
47 C -3.07 2.06 5.27
48 O -2.63 1.19 5.99
49 N -2.39 2.78 4.41
50 C -1.03 2.42 4.09
51 C -2.99 3.72 3.50
52 H -4.13 2.36 5.33
53 H -0.29 3.22 4.08
54 H -1.17 1.86 3.16
55 H -0.69 1.76 4.89
56 H -2.32 4.55 3.32
57 H -3.20 3.31 2.51
58 H -3.93 4.19 3.78

Charge distribution, natural (NBO) scheme, values in e:
1. Mn 1.695
2. C -0.638
3. C 0.119
4. C -0.635
5. O -1.006
6. H 0.204
7. H 0.186
8. H 0.179
9. H 0.108
10. H 0.189
11. H 0.204
12. H 0.189
13. C -0.652
14. C 0.105
15. C -0.628
16. O -1.011
17. H 0.196
18. H 0.233
19. H 0.177
20. H 0.116
21. H 0.191
22. H 0.192
23. H 0.188
24. C -0.622
25. C 0.114
26. C -0.630
27. O -1.050
28. H 0.200
29. H 0.217
30. H 0.177
31. H 0.126
32. H 0.204
33. H 0.190
34. H 0.184
35. C 0.519
36. O -0.650
37. N -0.421
38. C -0.422
39. C -0.426
40. H 0.124
41. H 0.191
42. H 0.219
43. H 0.200
44. H 0.275
45. H 0.202
46. H 0.183
47. C 0.533
48. O -0.625
49. N -0.424
50. C -0.436
51. C -0.414
52. H 0.095
53. H 0.200
54. H 0.214
55. H 0.247
56. H 0.200
57. H 0.196
58. H 0.209


[4]
Entry from the OMol25 dataset: a cluster of 2 separate species, C15H35N4O4P in total at a distorted geometry (the ωB97M-V functional and the def2-TZVPD basis).

Output
Spin multiplicity: 1
Highest occupied orbital energy, Ha: -0.3022
E_LUMO, Ha: 0.0256
Frontier orbital gap, eV: 8.92

Positions of all 59 atoms, in Å:
1 C 1.55 -1.96 1.23
2 C 3.05 -1.71 1.40
3 O 3.45 -0.48 0.82
4 C 3.98 0.47 1.69
5 C 2.95 1.47 2.21
6 C 3.48 2.87 2.62
7 C 2.12 3.47 2.93
8 C 1.98 4.90 3.44
9 N 2.11 5.04 4.89
10 C 3.44 4.69 5.41
11 O 1.39 3.16 1.73
12 C 1.84 1.95 1.27
13 O 1.38 1.45 0.29
14 H 1.40 -2.99 0.90
15 H 1.13 -1.29 0.48
16 H 0.99 -1.82 2.15
17 H 3.33 -1.80 2.45
18 H 3.59 -2.50 0.87
19 H 4.78 0.99 1.15
20 H 4.47 0.01 2.56
21 H 2.50 1.04 3.11
22 H 3.87 3.24 1.66
23 H 4.22 2.87 3.41
24 H 1.68 2.83 3.71
25 H 0.97 5.22 3.19
26 H 2.65 5.59 2.93
27 H 1.46 4.36 5.28
28 H 3.66 5.27 6.30
29 H 3.50 3.63 5.68
30 H 4.20 4.86 4.64
31 O -2.75 -3.06 -0.83
32 P -2.90 -2.52 -2.20
33 N -1.32 -2.39 -2.83
34 C -0.47 -1.23 -2.67
35 C -0.58 -3.64 -2.80
36 N -3.70 -1.04 -1.89
37 C -3.29 0.25 -2.42
38 C -4.30 -0.89 -0.57
39 N -3.65 -2.78 -3.67
40 C -3.04 -2.72 -4.98
41 C -5.11 -2.82 -3.68
42 H 0.31 -1.24 -3.44
43 H 0.03 -1.19 -1.69
44 H -1.00 -0.29 -2.81
45 H -1.12 -4.42 -3.37
46 H -0.43 -4.01 -1.78
47 H 0.39 -3.51 -3.28
48 H -2.45 0.68 -1.86
49 H -4.12 0.95 -2.37
50 H -3.01 0.18 -3.47
51 H -3.58 -0.58 0.19
52 H -4.76 -1.81 -0.24
53 H -5.09 -0.13 -0.62
54 H -2.76 -1.69 -5.25
55 H -3.75 -3.08 -5.73
56 H -2.16 -3.35 -5.06
57 H -5.53 -1.86 -4.00
58 H -5.50 -3.04 -2.69
59 H -5.47 -3.60 -4.35

Charge distribution, natural (NBO) scheme, values in e:
1. C -0.644
2. C -0.063
3. O -0.523
4. C -0.043
5. C -0.360
6. C -0.420
7. C 0.084
8. C -0.243
9. N -0.600
10. C -0.423
11. O -0.500
12. C 0.795
13. O -0.536
14. H 0.211
15. H 0.239
16. H 0.202
17. H 0.161
18. H 0.174
19. H 0.182
20. H 0.170
21. H 0.219
22. H 0.215
23. H 0.223
24. H 0.155
25. H 0.216
26. H 0.199
27. H 0.345
28. H 0.203
29. H 0.171
30. H 0.191
31. O -1.063
32. P 2.365
33. N -0.817
34. C -0.398
35. C -0.413
36. N -0.803
37. C -0.404
38. C -0.398
39. N -0.796
40. C -0.383
41. C -0.399
42. H 0.190
43. H 0.185
44. H 0.208
45. H 0.193
46. H 0.201
47. H 0.199
48. H 0.180
49. H 0.192
50. H 0.198
51. H 0.181
52. H 0.217
53. H 0.183
54. H 0.187
55. H 0.195
56. H 0.210
57. H 0.189
58. H 0.212
59. H 0.191


- What is the formula in the fourth record?
  C15H35N4O4P


- Among the records above, which one has the highest spin multiplicity?
  C15H35MnN2O5


- Which formula does entry 3 have?
  C15H35MnN2O5


- Which value of spin multiplicity does entry 4 give?
  1